Entry 1:
This record from the OMol25 dataset describes C30H26AsCuN3O5S as an isolated structure. The level of theory is wB97M-V/def2-TZVPD.

XYZ file:
```
67
Properties=species:S:1:pos:R:3:mulliken_spin:R:1
Cu -1.416 0.384 0.242 0.5013
C -6.790 -2.748 1.444 0.0001
C -5.329 -2.427 1.444 -0.0010
C -4.903 -1.105 1.514 -0.0007
C -3.556 -0.794 1.537 0.0011
C -2.619 -1.814 1.474 0.0026
C -3.025 -3.135 1.429 -0.0021
C -4.376 -3.438 1.420 0.0003
S -0.877 -1.416 1.462 0.0017
O -0.796 -0.079 2.041 0.0034
O -0.153 -2.446 2.153 0.0048
N -0.434 -1.220 -0.022 0.1148
C 0.101 -2.022 -0.959 -0.0128
C 0.063 -3.424 -0.876 0.0093
C 0.563 -4.162 -1.920 0.0007
C 1.116 -3.495 -3.011 0.0014
C 1.158 -2.114 -2.982 0.0014
N 0.663 -1.383 -1.993 0.0103
H -7.337 -2.060 0.805 0.0000
H -7.195 -2.657 2.453 0.0000
H -6.964 -3.762 1.094 0.0000
H -5.637 -0.315 1.563 0.0001
H -3.248 0.248 1.650 -0.0035
H -2.278 -3.914 1.428 -0.0004
H -4.699 -4.467 1.391 0.0000
H -0.354 -3.863 0.013 0.0001
H 0.514 -5.243 -1.895 0.0004
H 1.505 -4.044 -3.853 0.0002
H 1.614 -1.552 -3.790 0.0003
O -3.000 0.190 -1.048 0.0487
N -2.823 1.406 -1.212 -0.0083
O -3.435 2.028 -2.029 0.0026
O -1.994 1.963 -0.468 0.0813
C 1.445 4.026 3.443 0.0010
C 2.551 3.561 2.751 -0.0014
C 2.379 2.746 1.646 -0.0047
C 1.096 2.402 1.226 0.0067
C -0.008 2.880 1.916 0.0018
C 0.168 3.689 3.027 -0.0015
As 0.877 1.226 -0.307 0.1878
C 1.526 2.377 -1.740 0.0137
C 1.735 3.741 -1.567 0.0087
C 2.190 4.507 -2.628 -0.0029
C 2.421 3.921 -3.863 0.0095
C 2.176 2.569 -4.048 -0.0051
C 1.710 1.803 -2.995 0.0018
C 2.364 0.049 0.059 0.0213
C 2.383 -0.526 1.326 -0.0117
C 3.362 -1.442 1.660 -0.0033
C 4.329 -1.787 0.730 0.0074
C 4.316 -1.214 -0.531 -0.0037
C 3.329 -0.305 -0.874 0.0095
H 1.579 4.652 4.312 0.0002
H 3.546 3.824 3.080 0.0002
H 3.241 2.371 1.098 0.0017
H -0.999 2.605 1.573 -0.0033
H -0.691 4.048 3.572 0.0000
H 1.547 4.197 -0.601 0.0017
H 2.357 5.566 -2.494 -0.0001
H 2.776 4.524 -4.685 0.0006
H 2.337 2.121 -5.018 -0.0002
H 1.459 0.754 -3.117 0.0030
H 1.613 -0.259 2.040 0.0013
H 3.361 -1.897 2.638 -0.0002
H 5.095 -2.501 0.991 0.0005
H 5.070 -1.487 -1.254 -0.0003
H 3.303 0.137 -1.863 0.0020
```

Computed properties:
* spin multiplicity: 2
* gap between HOMO and LUMO (alpha / beta): 8.82 / 6.93 eV

Entry 2:
This record from the OMol25 dataset describes C30H26CoIN7O6P2 as an isolated structure. The level of theory is wB97M-V/def2-TZVPD.

XYZ file:
```
73
Properties=species:S:1:pos:R:3:mulliken_spin:R:1
Co -0.464 -0.512 0.206 1.2685
C 4.758 -0.845 1.474 0.0729
C 3.499 -1.285 1.695 0.0540
N 2.396 -0.628 1.188 0.2800
C 2.642 0.606 0.585 0.2912
C 3.981 0.911 0.279 -0.0743
N 5.025 0.224 0.667 0.1946
C 1.605 1.576 0.373 -0.0555
C 1.989 2.930 0.340 0.0591
C 1.073 3.944 0.162 -0.0168
C -0.265 3.554 0.064 0.0725
C -0.605 2.224 0.180 -0.0025
N 0.302 1.226 0.313 0.0469
C -1.998 1.789 0.242 0.0314
C -3.114 2.623 0.258 -0.0009
N -4.348 2.163 0.370 -0.0029
C -4.481 0.846 0.509 -0.0023
C -3.392 -0.008 0.507 0.0058
N -2.155 0.460 0.340 -0.0013
C 1.482 5.366 0.140 -0.0100
C 0.566 6.395 0.354 0.0027
C 1.000 7.710 0.324 0.0005
N 2.261 8.066 0.110 -0.0012
C 3.138 7.088 -0.093 0.0018
C 2.804 5.744 -0.094 0.0017
H 5.605 -1.363 1.900 0.0092
H 3.293 -2.196 2.238 0.0279
H 4.193 1.772 -0.347 -0.0051
H 3.021 3.161 0.549 0.0106
H -1.044 4.286 -0.082 0.0139
H -3.015 3.700 0.183 -0.0022
H -5.486 0.461 0.619 -0.0002
H -3.521 -1.076 0.626 -0.0004
H -0.472 6.183 0.565 0.0000
H 0.295 8.520 0.480 0.0001
H 4.161 7.399 -0.270 0.0000
H 3.571 5.011 -0.299 -0.0003
I 0.216 0.067 3.648 0.0107
C 0.514 -1.974 3.192 -0.1974
C 0.277 -2.848 4.231 0.0963
C 0.324 -4.221 3.999 -0.0490
C 0.580 -4.695 2.740 0.0686
C 0.854 -3.819 1.673 -0.0723
C 1.194 -4.341 0.393 0.3750
C 1.529 -3.503 -0.656 -0.1162
C 1.613 -2.141 -0.464 0.3672
C 1.290 -1.521 0.792 0.0486
C 0.850 -2.412 1.896 0.1202
H 0.039 -2.470 5.215 0.0077
H 0.136 -4.904 4.818 -0.0019
H 0.593 -5.762 2.552 -0.0008
H 1.253 -5.419 0.280 0.0131
H 1.786 -3.909 -1.626 0.0152
H 2.060 -1.520 -1.230 -0.0013
N -2.422 -3.442 -3.472 -0.0003
C -2.531 -2.232 -2.564 0.0006
C -3.806 -1.455 -2.844 0.0003
P -0.970 -1.290 -2.968 0.0018
O -1.506 -0.356 -4.183 0.0020
O -0.110 -2.398 -3.518 0.0026
O -0.439 -0.361 -1.925 0.0170
P -2.560 -2.877 -0.784 0.0014
O -2.031 -4.387 -1.040 0.0015
O -3.970 -2.894 -0.357 -0.0001
O -1.533 -2.169 0.065 0.0185
H -2.997 -3.346 -4.304 0.0000
H -2.635 -4.298 -2.961 -0.0003
H -1.352 -3.395 -3.731 -0.0006
H -3.851 -1.137 -3.887 0.0001
H -3.832 -0.559 -2.224 -0.0001
H -4.677 -2.058 -2.588 -0.0001
H -1.059 0.502 -4.152 0.0000
H -1.128 -4.481 -0.672 0.0025
```

Computed properties:
* spin multiplicity: 4
* gap between HOMO and LUMO (alpha / beta): 5.12 / 6.94 eV

Entry 3:
This record from the OMol25 dataset describes C30H26CoN10O6S2Se as an isolated structure. The level of theory is wB97M-V/def2-TZVPD.

XYZ file:
```
76
Properties=species:S:1:pos:R:3:mulliken_spin:R:1
Co -1.331 0.386 -0.708 2.0439
C -6.563 0.164 -2.137 -0.0015
C -5.530 -0.164 -3.003 0.0002
C -4.254 0.322 -2.785 -0.0080
C -3.981 1.154 -1.698 -0.0093
C -5.029 1.488 -0.839 0.0095
C -6.301 0.984 -1.050 0.0018
N -2.663 1.564 -1.454 0.0295
C -2.342 2.875 -1.276 0.0910
C -3.167 3.988 -1.475 -0.0251
C -2.669 5.267 -1.265 0.0886
C -1.347 5.464 -0.882 -0.0309
C -0.495 4.377 -0.746 0.1189
C -0.976 3.086 -0.953 -0.1021
N -0.224 1.925 -0.944 0.2593
N 1.055 2.121 -0.683 0.2877
C 2.018 1.299 -1.133 -0.0400
C 3.317 1.504 -0.593 0.0688
C 4.358 0.725 -1.023 -0.0334
C 4.121 -0.274 -1.972 0.0894
C 2.832 -0.381 -2.470 -0.0318
N 1.814 0.384 -2.106 0.0859
H -7.555 -0.245 -2.291 0.0001
H -5.717 -0.822 -3.844 0.0000
H -3.434 0.037 -3.432 -0.0008
H -4.821 2.100 0.030 -0.0018
H -7.091 1.205 -0.342 0.0002
H -4.194 3.846 -1.785 -0.0036
H -3.325 6.121 -1.390 0.0097
H -0.984 6.467 -0.693 0.0008
H 0.539 4.506 -0.462 0.0120
H 3.442 2.278 0.153 0.0126
H 5.357 0.874 -0.627 -0.0003
H 4.908 -0.935 -2.307 0.0056
H 2.604 -1.131 -3.224 0.0013
N 7.525 -3.186 0.378 -0.0001
C 6.168 -3.046 0.711 0.0020
C 5.370 -4.170 0.910 -0.0002
C 4.063 -4.028 1.349 -0.0011
C 3.543 -2.769 1.588 0.0019
C 4.316 -1.644 1.357 0.0065
C 5.623 -1.781 0.925 -0.0013
S 1.922 -2.602 2.353 0.0001
O 1.374 -3.934 2.408 0.0002
O 2.221 -1.983 3.628 0.0001
N 1.157 -1.539 1.436 0.0062
C 0.494 -1.941 0.351 0.0134
S 0.502 -3.634 -0.204 0.0008
C -0.192 -3.148 -1.706 0.0037
C -0.390 -1.828 -1.719 -0.0105
N -0.036 -1.124 -0.575 -0.0151
H 7.752 -4.055 -0.078 0.0000
H 7.921 -2.389 -0.092 0.0000
H 5.784 -5.156 0.727 0.0000
H 3.425 -4.888 1.509 0.0001
H 3.886 -0.661 1.505 -0.0072
H 6.236 -0.903 0.753 -0.0002
H -0.453 -3.865 -2.464 0.0003
H -0.762 -1.260 -2.561 0.0130
O -4.725 -1.422 0.980 -0.0028
Se -3.310 -1.993 0.446 0.0046
O -3.507 -3.340 -0.415 -0.0050
O -2.724 -0.824 -0.662 -0.0055
O -2.236 -2.125 1.640 0.0024
N 0.680 1.422 4.258 -0.0001
C -0.467 1.211 3.518 0.0010
C -0.400 1.174 2.114 -0.0155
N -1.483 1.003 1.384 0.0551
C -2.651 0.857 2.027 0.0025
C -2.707 0.953 3.397 0.0021
N -1.627 1.139 4.154 -0.0017
H 1.454 0.883 3.893 -0.0005
H 0.530 1.182 5.227 0.0000
H 0.537 1.330 1.603 0.0190
H -3.534 0.654 1.438 0.0029
H -3.653 0.874 3.918 0.0005
```

Computed properties:
* spin multiplicity: 4
* total charge: -2
* gap between HOMO and LUMO (alpha / beta): 5.40 / 6.44 eV

Calculated values (eV/A) of strongest force on any atom for the records, taken in order: 4.223 1.369 1.513.
Calculated values (kcal per mole) of ΔE to the lowest compared entry with this formula, charge and spin for the records, taken in order: 62.0 41.4 54.6.